The following is a quantum chemistry calculation of an isolated molecule of C6H12N2, from OMol25.

Total charge: 0
ΔE to the lowest compared entry with this formula, charge and spin: 5.314 eV

Positions of all 20 atoms, in Å:
1 C -1.158 0.783 -0.660
2 C -0.418 0.747 1.688
3 C -0.751 -2.196 -0.508
4 N -0.164 0.319 0.307
5 C 1.266 0.433 -0.200
6 C 1.361 -0.933 -0.397
7 C 1.907 1.631 -0.231
8 N 0.143 -1.340 0.267
9 H 1.984 -1.583 -0.983
10 H -0.931 0.336 -1.626
11 H -2.163 0.514 -0.331
12 H -1.076 1.868 -0.754
13 H -0.436 1.835 1.744
14 H -1.376 0.338 2.010
15 H 0.383 0.359 2.310
16 H -0.799 -1.955 -1.578
17 H -1.750 -2.190 -0.069
18 H -0.349 -3.207 -0.398
19 H 2.969 1.681 -0.416
20 H 1.359 2.560 -0.176

Atoms 1-6, force components in eV/Å:
0.032 -0.105 -0.036
0.030 -0.089 -0.025
-0.099 0.294 -0.051
0.220 -1.134 -0.095
0.056 -0.228 -0.043
0.035 0.399 -0.242